[1]
88
Properties=species:S:1:pos:R:3:forces:R:3:lowdin_charge:R:1 method="wB97M-V/def2-TZVPD" total_charge=0 homo_lumo_gap_ev="5.8 / 5.5" fmax_ev_per_a=1.19 multiplicity=2 lumo_energy_ev="-0.1 / -0.1"
Re -0.390 0.025 0.817 1.1149 -0.1742 -0.3674 1.326
C -0.523 1.882 4.793 0.1395 0.0028 -0.0152 -0.048
C -0.066 1.390 3.560 0.0248 0.0237 0.1187 -0.130
N -0.861 0.792 2.692 -0.6869 0.4045 0.0181 -0.070
C -2.194 0.600 3.022 0.1395 -0.0680 -0.1683 -0.129
C -2.724 1.114 4.214 -0.0149 -0.0314 0.0645 -0.162
C -1.842 1.770 5.108 -0.1321 -0.0224 -0.0084 -0.014
C -4.101 0.940 4.493 0.0392 0.0600 0.0598 -0.056
C -4.871 0.247 3.611 0.0093 -0.1343 -0.1371 -0.082
C -4.335 -0.325 2.436 -0.1209 0.0624 0.1416 -0.015
C -3.001 -0.179 2.104 0.1390 0.0770 -0.2106 -0.192
N -2.297 -0.687 1.021 -0.3373 -0.0928 0.1639 -0.094
C -2.702 -1.602 0.062 0.1932 0.0986 0.2043 -0.208
C -3.955 -2.145 -0.167 -0.1195 -0.1016 -0.1739 -0.018
C -4.162 -3.124 -1.162 -0.0086 0.0912 0.1208 -0.084
C -3.139 -3.605 -1.923 0.0639 -0.0567 -0.0343 -0.058
C -1.840 -3.075 -1.742 -0.0024 -0.1068 -0.0402 -0.161
C -0.711 -3.563 -2.450 -0.0834 0.0012 0.0376 -0.008
C 0.509 -2.997 -2.244 0.0575 -0.0158 0.0405 -0.061
C 0.623 -1.910 -1.362 -0.0372 -0.1571 0.0909 -0.205
N -0.395 -1.453 -0.652 -0.4996 0.1024 -0.4069 -0.062
C -1.639 -2.049 -0.809 0.1096 0.1176 0.1550 -0.134
H 0.181 2.354 5.465 -0.0081 0.0228 -0.0391 0.107
H 0.966 1.504 3.258 -0.0057 0.0210 -0.0197 0.102
H -2.231 2.159 6.041 0.0000 -0.0016 -0.0141 0.116
H -4.519 1.362 5.398 0.0231 -0.0179 0.0047 0.108
H -5.927 0.110 3.811 0.0064 -0.0024 -0.0157 0.104
H -5.011 -0.870 1.806 -0.0088 0.0224 0.0163 0.072
H -4.814 -1.835 0.396 0.0098 -0.0211 0.0110 0.072
H -5.165 -3.508 -1.302 0.0065 0.0044 0.0141 0.104
H -3.299 -4.380 -2.661 0.0025 0.0116 0.0046 0.107
H -0.833 -4.398 -3.130 -0.0292 0.0438 -0.0299 0.117
H 1.393 -3.358 -2.753 -0.0143 0.0419 -0.0213 0.102
H 1.562 -1.393 -1.235 -0.0077 0.0519 -0.0576 0.070
B 1.000 3.145 0.521 -0.0183 -0.0768 0.0741 -0.432
N -0.250 2.894 -0.356 -0.1490 -0.0129 0.0099 -0.068
C -0.952 3.778 -1.075 -0.0113 -0.0469 -0.1184 -0.099
C -2.100 3.165 -1.542 -0.0185 -0.0358 0.0457 -0.056
C -2.023 1.866 -1.042 -0.1011 -0.0049 -0.1885 -0.136
N -0.909 1.717 -0.327 0.0606 -0.1972 0.6392 -0.101
N 1.981 1.950 0.347 0.2493 0.2859 -0.0652 -0.067
C 3.296 2.040 0.138 0.0412 -0.1541 0.0400 -0.078
C 3.877 0.813 0.422 -0.0492 0.0400 -0.0295 -0.025
C 2.808 -0.010 0.805 0.1287 0.0270 -0.0965 -0.272
N 1.667 0.695 0.725 -0.1424 -0.1921 0.1435 -0.070
H 1.569 4.146 0.148 -0.1030 -0.0508 -0.0409 0.075
H 0.654 3.204 1.681 0.0963 0.0558 -0.0775 0.062
H -0.585 4.781 -1.218 0.0377 -0.0394 0.0355 0.123
H -2.877 3.594 -2.150 0.0299 -0.0226 -0.0099 0.091
H -2.704 1.038 -1.168 0.0440 0.0077 0.0237 0.107
H 3.743 2.969 -0.175 -0.0532 -0.0096 0.0353 0.121
H 4.926 0.583 0.364 -0.0420 -0.0319 0.0362 0.091
H 2.258 -1.361 2.315 -0.0094 -0.0620 -0.0004 0.121
C 4.749 -2.390 0.134 0.0041 0.0308 0.0088 -0.047
C 4.036 -2.223 1.482 0.0487 -0.0312 -0.0042 -0.600
C 4.962 -1.586 2.522 -0.0128 0.0455 -0.0388 -0.047
C 3.642 -3.618 1.981 0.0386 -0.0351 0.0101 -0.063
C 2.739 -1.417 1.331 0.0397 0.0508 -0.0042 -0.118
H 5.717 -2.878 0.277 -0.0406 -0.0266 -0.0271 0.086
H 4.921 -1.438 -0.369 0.0234 -0.0287 0.0319 0.057
H 4.153 -3.018 -0.535 0.0012 0.0447 -0.0029 0.079
H 5.904 -2.136 2.582 -0.0297 -0.0035 0.0148 0.084
H 4.493 -1.614 3.510 0.0106 0.0296 -0.0197 0.088
H 5.190 -0.546 2.290 0.0106 -0.0245 0.0158 0.068
H 4.530 -4.189 2.263 -0.0300 -0.0080 -0.0250 0.086
H 3.115 -4.176 1.203 -0.0325 0.0220 0.0367 0.083
H 2.987 -3.555 2.854 0.0547 0.0041 0.0075 0.086
H 2.059 -2.000 0.704 -0.0675 0.0184 0.0284 0.088
C 1.805 3.426 -3.359 0.0103 -0.0145 -0.0110 -0.106
N 2.703 2.429 -3.917 -0.0525 0.0119 -0.0173 -0.233
C 3.323 2.853 -5.168 0.0104 0.0031 0.0716 -0.061
C 2.393 1.097 -3.748 0.0479 0.0025 0.1130 -0.768
S 0.878 0.581 -3.275 0.1078 0.2058 -0.0964 0.741
N 3.436 0.250 -3.976 0.0191 0.0109 -0.0620 -0.211
C 4.823 0.652 -3.795 -0.0346 -0.0470 0.0182 -0.058
C 3.244 -1.183 -4.054 -0.0386 0.0357 0.0099 -0.090
H 2.336 4.380 -3.334 -0.0106 -0.0139 -0.0207 0.092
H 1.527 3.147 -2.347 -0.0108 -0.0096 -0.0022 0.041
H 0.889 3.534 -3.949 -0.0017 -0.0059 -0.0096 0.085
H 2.555 3.216 -5.860 -0.0124 0.0040 -0.0006 0.094
H 3.845 2.029 -5.643 -0.0110 -0.0050 -0.0115 0.076
H 4.032 3.662 -4.987 0.0050 -0.0042 0.0034 0.091
H 4.874 1.680 -3.451 0.0000 0.0016 0.0127 0.085
H 5.397 0.552 -4.720 -0.0074 0.0068 -0.0081 0.089
H 5.283 0.009 -3.040 -0.0089 -0.0109 0.0008 0.085
H 2.202 -1.398 -4.266 -0.0029 -0.0036 -0.0157 0.041
H 3.522 -1.666 -3.110 -0.0164 0.0065 0.0046 0.082
H 3.874 -1.588 -4.849 0.0360 0.0010 0.0258 0.091

***

[2]
15
Properties=species:S:1:pos:R:3:forces:R:3:nbo_charge:R:1 method="wB97M-V/def2-TZVPD" total_charge=+1 homo_lumo_gap_ev=10.5 fmax_ev_per_a=3.48 lumo_energy_ev=-3.1
C 1.276 -0.037 0.920 0.5361 0.5403 -1.3745 -0.211
C 0.302 -0.596 -0.008 -3.1569 0.3106 1.4267 0.564
N -0.182 -0.012 1.058 -0.4734 -1.4994 -1.9737 -0.182
N -0.015 -1.590 -0.833 2.0716 0.9245 0.8617 -0.748
N 0.093 1.167 -1.556 -0.0499 0.5635 -1.8947 -1.065
N -1.301 -0.041 1.821 0.3710 2.5942 0.8193 -0.641
H 1.869 -0.830 1.315 0.8452 0.0935 1.0915 0.224
H 1.628 0.949 0.561 0.5112 -0.7727 0.9081 0.241
H 0.834 -1.732 -1.363 -0.6637 -0.8667 -0.9399 0.427
H -0.936 -1.716 -1.217 -0.0168 -0.0242 -0.0512 0.438
H -0.653 0.940 -2.235 0.6568 -0.1530 0.0901 0.377
H -0.436 1.707 -0.917 -0.4902 0.8452 1.1330 0.368
H 0.660 1.878 -2.055 -0.1916 -0.6431 0.3026 0.393
H -1.300 0.765 2.462 -0.3992 -1.0500 -0.4855 0.407
H -1.838 -0.850 2.045 0.4499 -0.8626 0.0866 0.409

***

[3]
36
Properties=species:S:1:pos:R:3:forces:R:3:nbo_charge:R:1 method="wB97M-V/def2-TZVPD" total_charge=0 homo_lumo_gap_ev=5.6 fmax_ev_per_a=0.70 lumo_energy_ev=-0.3
K -0.471 -0.964 0.373 -0.1315 -0.6473 0.2312 0.904
Br 3.942 -0.757 0.465 -0.0243 0.0176 -0.0018 0.032
C 3.396 -1.426 2.182 0.0335 0.0268 0.0714 -0.528
Br 2.080 -0.306 3.055 -0.0025 -0.0476 -0.0895 0.010
H 4.265 -1.455 2.825 -0.0127 -0.0022 -0.0083 0.227
H 2.951 -2.400 2.014 0.0210 0.0442 0.0072 0.262
Te -2.199 -3.813 0.517 -0.1864 0.1662 -0.0447 -0.440
C -4.039 -2.847 0.091 0.1303 -0.1428 0.0479 -0.446
C -5.301 -3.304 0.339 -0.0111 0.0179 -0.0170 -0.328
C -6.330 -2.380 -0.007 0.0379 -0.0236 0.0147 -0.247
C -5.847 -1.218 -0.517 -0.0397 0.0911 -0.0326 -0.453
S -4.130 -1.260 -0.581 0.0778 -0.1037 0.0084 0.360
H -5.485 -4.279 0.765 -0.0083 -0.0155 0.0099 0.225
H -7.385 -2.577 0.121 -0.0175 -0.0003 -0.0096 0.216
H -6.402 -0.363 -0.866 -0.0038 0.0297 -0.0053 0.228
N 0.863 1.161 -0.178 0.1296 0.5055 -0.1304 -0.414
C 1.002 2.298 -0.093 0.1141 0.2352 -0.0457 0.362
C 1.189 3.726 0.007 -0.0437 -0.4099 0.0029 -0.185
C 1.527 4.279 1.237 0.0351 0.1172 0.0477 -0.160
C 1.699 5.650 1.333 -0.0132 -0.0536 -0.0358 -0.193
C 1.533 6.449 0.210 0.0101 0.0339 0.0087 -0.179
C 1.199 5.888 -1.016 -0.0009 -0.0569 0.0123 -0.204
C 1.024 4.519 -1.125 0.0031 0.1314 -0.0038 -0.157
H 1.656 3.641 2.101 -0.0046 -0.0131 -0.0062 0.234
H 1.961 6.094 2.284 0.0028 0.0116 0.0067 0.226
H 1.668 7.520 0.290 -0.0005 0.0062 -0.0014 0.224
H 1.072 6.516 -1.886 0.0011 0.0115 -0.0034 0.227
H 0.762 4.066 -2.071 -0.0047 -0.0158 -0.0025 0.231
N 2.866 -4.202 -1.727 -0.0229 0.0302 0.0786 -0.795
C 1.709 -4.059 -1.042 0.1786 -0.0201 0.1149 0.314
N 0.598 -3.917 -1.769 -0.2191 0.0610 0.0071 -0.821
S 1.703 -4.086 0.646 -0.1288 0.0922 -0.2155 -0.356
H 2.914 -4.054 -2.720 -0.0014 0.0079 -0.0056 0.385
H 3.715 -4.176 -1.193 0.0060 -0.0286 -0.0162 0.416
H 0.608 -4.059 -2.766 0.0188 -0.0110 0.0057 0.385
H -0.314 -3.906 -1.298 0.0779 -0.0452 0.0000 0.438

***

[4]
28
Properties=species:S:1:pos:R:3:forces:R:3:nbo_charge:R:1 method="wB97M-V/def2-TZVPD" total_charge=0 smiles="O=[N+]([O-])C1=CC1.C/C=C/CC.C=S" homo_lumo_gap_ev=8.2 fmax_ev_per_a=5.55 lumo_energy_ev=-0.5
O -3.657 1.477 -1.109 -0.0370 1.8797 0.2995 -0.349
N -3.502 0.353 -0.744 -0.2987 -1.9883 -1.5361 0.501
O -3.750 -0.625 -1.450 0.0415 0.0869 0.3568 -0.382
C -2.973 0.013 0.507 -0.9526 0.1049 2.7187 0.056
C -3.092 0.102 1.819 -0.2565 -0.7648 -1.6573 -0.096
C -2.356 -1.119 1.203 0.0845 0.3450 0.5643 -0.397
H -3.667 0.411 2.708 0.6660 0.0260 -0.8122 0.250
H -2.725 -2.140 1.331 -0.4372 0.3671 -0.3747 0.205
H -1.298 -1.039 1.138 0.8857 -0.3035 0.4419 0.205
C 1.497 1.634 -1.825 -1.4680 1.7812 2.7993 -0.665
C 1.109 0.332 -1.118 -1.0305 -0.0391 -2.6537 -0.175
C 1.922 -0.249 -0.261 -0.4366 -0.1468 -0.3148 -0.176
C 1.752 -1.564 0.421 -0.6266 -1.1970 -5.3856 -0.434
C 2.915 -2.498 -0.079 0.7606 -0.1070 0.8863 -0.621
H 2.558 1.495 -2.008 0.0095 0.8407 -0.6313 0.225
H 0.832 2.067 -2.633 1.0582 -1.2569 0.5274 0.235
H 1.330 2.482 -0.974 0.7915 -1.6377 -1.8038 0.210
H 0.262 -0.209 -1.576 0.0205 0.2541 0.8159 0.200
H 2.807 0.304 -0.135 1.3944 0.4947 0.8226 0.188
H 0.767 -1.955 0.025 0.8226 0.2343 1.0574 0.204
H 1.795 -1.370 1.416 -0.1259 -0.1714 3.1940 0.213
H 3.801 -2.093 0.555 -0.9050 -1.3654 -1.5333 0.209
H 3.111 -2.541 -1.175 -0.0412 1.3505 0.6183 0.218
H 2.752 -3.603 -0.021 -0.0002 0.8258 1.2974 0.218
C -0.615 2.660 0.955 2.4557 0.5606 1.8000 -0.515
S -0.028 1.206 1.369 -0.5108 1.2380 -0.1434 0.093
H -0.103 3.610 1.312 -0.5103 -1.2329 -0.4319 0.190
H -1.444 2.858 0.347 -1.3534 -0.1786 -0.9216 0.190

***

[5]
49
Properties=species:S:1:pos:R:3:forces:R:3:nbo_charge:R:1 method="wB97M-V/def2-TZVPD" total_charge=+1 homo_lumo_gap_ev=6.2 fmax_ev_per_a=4.94 lumo_energy_ev=-4.1
C 1.549 -3.045 -0.053 0.9618 -2.5286 0.2473 -0.498
C 2.135 -2.736 1.280 -0.2950 0.0706 0.9126 -0.151
C 1.530 -2.743 2.475 1.6652 1.1580 0.1682 -0.230
C 0.198 -3.048 2.871 -2.6721 -0.9466 -0.7566 -0.198
C -0.816 -3.544 2.081 1.3949 1.0544 2.4729 -0.203
C -0.751 -3.859 0.697 -0.8246 0.0054 -1.8568 -0.250
C 0.208 -3.676 -0.223 -0.8221 -0.1031 0.4445 -0.103
H 2.232 -3.824 -0.446 0.1095 0.4180 -0.3524 0.203
H 3.215 -2.520 1.270 -0.5508 0.0496 -0.0289 0.200
H 2.129 -2.335 3.305 -0.0058 -0.5656 -0.3542 0.216
H -0.025 -2.877 3.925 -0.0214 -0.0758 -0.2892 0.221
H -1.776 -3.730 2.563 0.2665 0.0508 -0.0696 0.221
H -1.721 -4.206 0.306 0.6022 -0.3164 0.0780 0.215
H 0.005 -4.080 -1.231 0.0989 0.3652 0.4823 0.192
C -0.100 -1.111 -3.441 -0.1675 -0.5117 -0.0071 -0.420
N 0.848 -0.307 -2.675 1.8813 -0.3755 0.2392 -0.294
C 2.151 -0.672 -2.391 -2.5808 3.4815 2.3799 0.476
H 1.656 -2.210 -0.683 0.0865 1.2765 -1.0239 0.183
C 2.941 -1.383 -3.314 1.8190 -2.3750 -1.8222 -0.067
C 3.306 -0.507 -4.374 -0.3484 -0.1183 0.6734 -0.212
C 4.080 -0.957 -5.410 0.5244 -0.7627 -0.4612 -0.150
C 4.504 -2.301 -5.390 -1.6007 0.5736 2.3207 0.046
N 5.297 -2.800 -6.433 2.4382 -1.2617 -3.3235 0.485
O 5.661 -3.992 -6.396 -0.7170 2.1994 0.0080 -0.343
O 5.596 -2.007 -7.353 -0.5499 -1.4399 1.6800 -0.348
C 4.154 -3.184 -4.353 -0.1433 -0.1207 0.2220 -0.147
C 3.350 -2.746 -3.289 -0.2941 1.5093 -0.2606 -0.199
N 2.690 0.304 -1.572 -0.7001 -1.2278 -1.2884 -0.315
C 4.022 0.255 -0.975 0.3084 -0.3770 0.2658 -0.419
C 1.822 1.389 -1.551 -0.4394 -0.3483 -0.3402 0.182
C 0.658 1.004 -2.251 0.5405 -0.0619 0.2631 0.096
C -0.350 1.897 -2.564 -0.3980 0.8327 0.3790 -0.207
C -0.092 3.250 -2.239 -0.2092 -1.2050 -0.0585 -0.182
C 1.069 3.630 -1.542 0.3963 -0.3562 0.4264 -0.183
C 2.031 2.691 -1.130 -0.1336 0.5057 0.4796 -0.237
H -0.986 -0.493 -3.630 0.3283 -0.3094 -0.0684 0.237
H 0.339 -1.469 -4.389 -0.1374 0.3508 0.3915 0.237
H -0.398 -1.996 -2.844 0.1112 0.5528 -0.2823 0.239
H 2.957 0.541 -4.357 0.2354 -0.6762 -0.0120 0.236
H 4.360 -0.294 -6.227 -0.0026 -0.3167 0.1765 0.273
H 4.499 -4.226 -4.362 -0.1052 0.6578 -0.2087 0.274
H 3.024 -3.391 -2.454 0.3904 0.3387 -0.7120 0.248
H 4.223 1.231 -0.515 0.0607 -0.4124 -0.2403 0.237
H 4.044 -0.526 -0.188 -0.0630 0.5144 -0.3999 0.236
H 4.794 0.004 -1.724 -0.4229 0.2706 0.2365 0.238
H -1.297 1.522 -2.994 0.6898 0.6590 0.0948 0.240
H -0.828 4.000 -2.504 0.0936 -0.0333 0.0415 0.242
H 1.209 4.678 -1.278 -0.0515 -0.2905 -0.0811 0.243
H 2.895 2.913 -0.469 -0.7465 0.2215 -0.7859 0.241

***

[6]
33
Properties=species:S:1:pos:R:3:forces:R:3:lowdin_charge:R:1 method="wB97M-V/def2-TZVPD" total_charge=-1 homo_lumo_gap_ev="5.8 / 5.8" fmax_ev_per_a=4.86 multiplicity=3 lumo_energy_ev="2.8 / 2.8"
C -0.476 0.927 -3.244 0.5695 0.9544 0.2759 -0.209
C 0.933 1.142 -3.081 -0.6803 0.3683 0.1712 -0.213
C 1.116 2.073 -2.008 -0.5284 -0.0538 -0.3023 -0.216
C -0.177 2.433 -1.511 0.1253 -0.1456 -0.6050 -0.213
C -1.159 1.734 -2.279 0.7763 0.0628 -0.2922 -0.205
Pr 0.073 -0.298 -0.834 -0.9367 3.1888 1.2492 1.015
N -1.619 -1.441 -1.541 1.7985 -0.3328 0.2580 -0.226
C -0.300 -2.441 -1.808 -3.1642 -3.4960 -1.1635 -0.422
C 1.133 -2.036 -1.977 0.9875 0.0815 -0.1840 -0.348
H 2.069 2.503 -1.691 -0.3577 -0.2565 -0.0045 0.091
H 1.718 0.729 -3.715 -0.2666 0.0416 0.3403 0.094
H -0.379 3.160 -0.719 0.0859 -0.4095 -0.2476 0.090
H -2.243 1.831 -2.187 0.4439 -0.1696 0.1194 0.102
H -0.944 0.307 -4.009 0.1674 0.0980 0.4169 0.101
H 1.415 -1.990 -3.024 0.1157 0.0751 -0.0299 0.026
H -0.367 -3.193 -0.987 -0.0418 0.2202 -0.5516 0.086
H -2.494 -1.981 -1.559 0.9325 -0.0757 -0.2241 0.018
H 1.779 -2.726 -1.432 -0.0225 -0.0361 -0.0457 0.022
H -0.617 -2.902 -2.765 -0.0059 -0.0652 0.7593 0.095
Cl -0.388 2.962 2.633 -0.3564 1.0285 0.0095 0.680
C -0.015 1.350 3.032 0.8173 -1.6309 0.4067 -0.668
C 0.855 1.072 4.074 -0.1866 -0.3610 -0.5033 -0.144
C 1.321 -0.242 4.274 0.0870 0.0224 0.2579 -0.155
C 0.906 -1.266 3.420 -0.1462 0.1088 -0.1197 -0.137
C -0.030 -1.027 2.419 0.2847 0.3323 0.1590 -0.103
C -0.572 0.297 2.219 -0.7808 -0.0612 -0.6869 -0.398
C -1.546 0.536 1.229 0.2107 -0.2347 0.2966 -0.180
H 1.186 1.875 4.728 0.0201 -0.0637 -0.1692 0.090
H 2.009 -0.449 5.093 -0.1372 0.0457 -0.2182 0.076
H 1.309 -2.275 3.543 -0.1197 0.2516 0.0272 0.093
H -0.411 -1.856 1.800 0.0838 0.3598 0.3071 0.105
H -2.080 -0.320 0.793 0.1472 0.3226 0.2729 0.032
H -2.003 1.513 1.116 0.0775 -0.1701 0.0207 0.019